# 1
{"formula": "C35H37N3O5PSeTc", "method": "the ωB97M-V functional and the def2-TZVPD basis", "symbols": ["Tc", "Se", "P", "O", "O", "O", "O", "O", "N", "N", "N", "C", "C", "C", "C", "C", "C", "C", "C", "C", "C", "C", "C", "C", "C", "C", "C", "C", "C", "C", "C", "C", "C", "C", "C", "C", "C", "C", "C", "C", "C", "C", "C", "C", "C", "C", "H", "H", "H", "H", "H", "H", "H", "H", "H", "H", "H", "H", "H", "H", "H", "H", "H", "H", "H", "H", "H", "H", "H", "H", "H", "H", "H", "H", "H", "H", "H", "H", "H", "H", "H", "H", "H"], "xyz": [[-0.0746, 0.7850, -0.6987], [-0.7057, -1.9748, 3.1989], [-2.3837, 1.5147, -0.3838], [1.1252, 1.2166, 1.3591], [2.2265, 2.7620, -3.3547], [0.6248, 2.1930, -1.8942], [1.0347, -2.8377, 0.7758], [-0.0983, -0.9660, 0.3249], [1.7054, -1.4138, 4.6928], [1.8648, -3.1515, 3.4156], [1.9278, 0.0325, -1.1260], [5.3308, -3.3215, 4.6932], [-2.3768, 1.2085, 2.7569], [-3.9767, -0.7542, -0.1061], [-3.8016, -0.8439, 2.6479], [-4.5310, -1.8125, 1.9718], [2.9919, -1.9104, 4.8479], [-4.3396, 3.0544, 0.8378], [1.7118, 1.9613, -2.6248], [1.8263, -1.4331, -1.0052], [-2.4257, 4.3090, 0.0401], [0.8669, -1.8149, 0.1241], [-1.0784, 4.4040, -0.6225], [2.8742, 0.6335, -0.1543], [-4.9621, 4.2242, 1.2448], [5.2188, -2.2080, 5.5473], [-4.3814, 2.0403, -3.9351], [-2.4660, 0.6150, -4.2860], [-2.1643, 0.6559, -2.9272], [-1.0247, -0.1352, -2.3347], [4.0484, -1.4830, 5.6432], [-2.9750, 1.4208, -2.0892], [-4.0828, 2.1054, -2.5841], [4.2767, -3.7471, 3.9119], [-3.2473, 0.2221, 0.5700], [-3.0770, 3.0837, 0.2425], [-3.0667, 5.4709, 0.4623], [1.1914, -0.2480, 5.4065], [3.0998, -3.0167, 4.0148], [-4.3183, 5.4373, 1.0577], [1.0341, -2.1821, 3.8136], [2.2528, 0.5389, -2.4774], [-4.6142, -1.7728, 0.5887], [-3.1425, 0.1768, 1.9671], [2.3955, 0.5447, 1.2731], [-3.5635, 1.3030, -4.7850], [6.2667, -3.8611, 4.6510], [-0.3026, 3.9291, -0.0184], [-5.0346, -2.5948, 2.5266], [-0.2966, -0.3707, -3.1182], [-1.4002, -1.0896, -1.9427], [-4.6970, 2.7055, -1.9232], [6.0692, -1.9151, 6.1478], [-1.0653, 3.9171, -1.5966], [3.9644, -0.6265, 6.2984], [0.5875, 0.7758, 2.0218], [3.3255, 0.5265, -2.6752], [1.7798, 0.6314, 5.1524], [2.7957, -1.9053, -0.8337], [1.2468, -0.4181, 6.4799], [2.9837, 1.6856, -0.4201], [2.3014, -0.4935, 1.6049], [-4.7928, 6.3591, 1.3691], [3.8553, 0.1557, -0.2483], [4.3605, -4.6060, 3.2590], [-4.0521, -0.7147, -1.1859], [-4.8488, 2.1091, 0.9837], [-3.7788, 1.2704, -5.8457], [1.4088, -1.8221, -1.9337], [-2.5719, 6.4227, 0.3077], [3.1220, 1.0415, 1.9183], [-1.4894, 1.5626, 2.2237], [1.6017, -3.7924, 2.6743], [-2.9894, 2.0898, 2.9599], [-2.0641, 0.7896, 3.7148], [-3.7373, -0.8795, 3.7318], [0.1557, -0.0912, 5.1222], [-0.7937, 5.4447, -0.7713], [-5.1772, -2.5250, 0.0516], [-5.9418, 4.1843, 1.7032], [1.7537, -0.0859, -3.2144], [-5.2371, 2.5742, -4.3276], [-1.8364, 0.0418, -4.9568]], "forces_ev_per_a": [[-0.268, 0.384, -0.001], [-0.176, 0.103, -0.239], [0.395, 0.014, -0.135], [0.373, 0.224, -0.180], [0.120, 0.005, -0.089], [0.460, 0.220, -0.203], [-0.011, 0.070, 0.041], [0.169, -0.966, 0.512], [-0.189, 0.347, 0.173], [-0.184, -0.388, -0.278], [-0.038, -0.086, -0.019], [-0.040, 0.016, 0.000], [-0.021, -0.030, 0.031], [-0.006, -0.022, 0.073], [0.058, -0.037, -0.022], [-0.011, -0.026, 0.005], [-0.059, 0.064, 0.069], [-0.021, 0.111, -0.016], [-0.645, 0.179, 0.279], [0.170, 0.072, 0.005], [0.079, -0.007, -0.008], [-0.440, 0.379, 0.032], [-0.077, 0.023, 0.034], [-0.032, -0.132, -0.123], [0.013, -0.045, 0.025], [-0.054, -0.005, -0.007], [0.009, -0.014, -0.015], [-0.116, 0.075, -0.034], [0.141, -0.291, -0.042], [0.153, 0.167, -0.006], [0.128, 0.032, 0.052], [-0.084, 0.081, 0.050], [0.007, -0.018, -0.015], [0.133, -0.078, -0.017], [-0.099, 0.035, -0.066], [-0.086, -0.115, 0.006], [-0.028, 0.009, 0.009], [0.007, -0.106, -0.028], [-0.119, 0.031, -0.086], [0.023, 0.007, -0.005], [0.552, -0.124, 0.209], [0.084, -0.156, 0.109], [0.034, 0.024, 0.009], [0.036, 0.005, 0.085], [-0.126, 0.035, 0.032], [0.058, -0.010, 0.045], [0.005, 0.015, 0.019], [-0.004, -0.032, -0.014], [0.015, 0.025, -0.017], [-0.144, -0.071, -0.100], [-0.050, -0.010, -0.070], [0.021, -0.009, 0.011], [0.005, -0.016, -0.027], [0.001, -0.037, -0.015], [0.003, -0.023, -0.004], [-0.216, -0.075, 0.131], [0.028, -0.015, -0.002], [0.037, 0.001, -0.043], [0.041, -0.017, -0.035], [-0.008, -0.045, 0.000], [0.005, 0.025, 0.003], [-0.020, -0.002, -0.009], [0.011, -0.006, -0.002], [0.026, 0.012, 0.017], [-0.008, 0.033, 0.028], [-0.005, 0.021, -0.001], [0.012, 0.006, -0.022], [-0.010, -0.006, 0.014], [-0.026, -0.043, -0.004], [-0.011, -0.019, 0.007], [-0.003, 0.033, 0.031], [-0.034, 0.006, -0.016], [0.080, 0.119, -0.031], [0.025, -0.029, -0.019], [-0.012, 0.037, -0.009], [-0.040, 0.026, -0.031], [-0.018, 0.024, -0.029], [-0.025, 0.001, 0.025], [0.007, 0.018, 0.006], [0.007, 0.006, -0.015], [0.016, -0.014, -0.050], [0.026, 0.000, -0.001], [-0.010, 0.001, 0.020]], "s_squared": 3.7713, "charge": 1, "spin_multiplicity": 4, "gap_ev": [7.8, 4.2], "e_above_lowest_kj_mol": 25.8, "total_energy_ha": -4719.83572, "lumo_ev": [-2.79, -5.86], "e_homo_ev": [-10.59, -10.07]}



# 2
{"formula": "C35H38As2Cl2NRhSSi", "method": "the ωB97M-V functional and the def2-TZVPD basis", "symbols": ["Rh", "As", "As", "Cl", "Cl", "S", "Si", "N", "C", "C", "C", "C", "C", "C", "C", "C", "C", "C", "C", "C", "C", "C", "C", "C", "C", "C", "C", "C", "C", "C", "C", "C", "C", "C", "C", "C", "C", "C", "C", "C", "C", "C", "C", "H", "H", "H", "H", "H", "H", "H", "H", "H", "H", "H", "H", "H", "H", "H", "H", "H", "H", "H", "H", "H", "H", "H", "H", "H", "H", "H", "H", "H", "H", "H", "H", "H", "H", "H", "H", "H", "H"], "xyz": [[-0.3041, 0.9751, 0.1200], [2.2321, 0.6374, -0.1132], [-0.1823, 0.1734, -2.3344], [-1.9849, 2.9785, 0.2310], [-4.6352, 3.0223, -1.0847], [-1.6994, -0.9684, 0.8112], [-2.7989, -2.7536, 3.5707], [-0.4137, 0.5837, 2.3916], [-3.0224, -3.2012, 5.3613], [2.6328, -0.2823, -1.7821], [-0.4093, 0.5034, 4.7610], [-1.6904, -1.1665, 3.5513], [3.1392, 5.1744, -0.9565], [1.6941, 0.1618, -2.8920], [2.6328, 2.4833, -0.4884], [3.5499, 2.8603, -1.4662], [4.8667, 0.1201, 0.9085], [-1.1080, 0.9690, -3.8052], [-2.4159, 2.1763, -5.9286], [-0.0081, 1.0682, 3.5453], [-1.2523, -0.5045, 2.3917], [5.7840, -0.3449, 1.8373], [1.9739, 3.4613, 0.2513], [-0.7189, -1.6831, -2.3035], [3.5034, -0.0067, 1.1661], [-2.2128, -3.4452, -2.9813], [-1.7869, -2.1252, -3.0761], [-1.5745, -4.3279, -2.1246], [3.8005, 4.2042, -1.6966], [-3.2560, 3.9764, -0.6609], [3.9887, -1.0665, 3.2676], [3.0635, -0.6027, 2.3420], [-0.5143, -3.8886, -1.3427], [2.2264, 4.8055, 0.0188], [-1.2355, -0.6002, 4.7542], [-1.8708, -4.0794, 2.6445], [-0.9364, 0.4741, -5.0978], [-1.9366, 2.0620, -3.5796], [-0.0977, -2.5687, -1.4202], [-2.5929, 2.6646, -4.6441], [5.3454, -0.9346, 3.0144], [-1.5929, 1.0820, -6.1562], [-4.4218, -2.3144, 2.7642], [-3.2433, 3.5107, -4.4699], [-1.4644, 0.6997, -7.1591], [-5.0923, -3.1728, 2.8513], [-2.9256, 2.6455, -6.7584], [2.5436, -1.3522, -1.5779], [2.0041, -0.7225, 2.5340], [-2.7442, 4.3511, -1.5405], [-0.3064, -0.3875, -5.2860], [1.7213, 5.5600, 0.6056], [-2.0809, 2.4357, -2.5720], [-2.2977, -1.4539, -3.7551], [-1.9002, -5.3571, -2.0675], [4.0749, 2.1199, -2.0568], [-0.8812, -4.2494, 3.0710], [1.9029, 1.1887, -3.2078], [-1.5365, -1.0331, 5.6984], [-2.0844, -3.4450, 5.8609], [-3.5252, -2.4245, 5.9377], [-4.9075, -1.4733, 3.2597], [-1.7559, -3.8550, 1.5844], [-0.0697, 0.9398, 5.6895], [-3.5007, 4.7540, 0.0547], [-3.0416, -3.7811, -3.5888], [5.2230, 0.5914, 0.0007], [3.3427, 6.2202, -1.1374], [4.5166, 4.4953, -2.4523], [-3.6503, -4.0914, 5.4270], [3.6504, -1.5336, 4.1823], [-4.3282, -2.0840, 1.7041], [3.6801, -0.1012, -2.0369], [-2.4211, -5.0194, 2.7177], [0.6568, 1.9238, 3.5187], [1.7817, -0.4837, -3.7694], [1.2813, 3.1874, 1.0442], [6.8432, -0.2448, 1.6435], [6.0661, -1.2954, 3.7352], [0.7174, -2.2422, -0.7800], [-0.0089, -4.5728, -0.6738]], "forces_ev_per_a": [[0.304, 0.068, -0.107], [-0.253, 0.010, -0.042], [-0.003, -0.205, 0.264], [-0.265, 0.410, 0.062], [-0.073, -0.025, -0.024], [-0.109, -0.133, -0.162], [0.004, 0.162, -0.114], [-0.346, -0.168, 0.064], [-0.015, -0.047, 0.011], [0.131, -0.114, 0.045], [0.037, 0.067, 0.009], [0.095, 0.023, 0.186], [0.012, 0.034, -0.004], [-0.024, 0.052, -0.216], [0.182, -0.043, -0.037], [-0.046, 0.014, -0.036], [-0.008, 0.041, 0.071], [-0.017, 0.055, -0.119], [-0.043, 0.029, -0.030], [0.137, 0.049, -0.027], [0.104, 0.079, 0.136], [0.023, 0.020, -0.056], [-0.039, 0.046, 0.094], [-0.067, 0.017, -0.038], [0.129, -0.012, 0.001], [0.020, 0.010, -0.015], [-0.033, -0.011, -0.007], [0.004, 0.001, -0.008], [0.005, -0.011, -0.011], [0.375, -0.162, 0.144], [-0.027, 0.003, -0.027], [0.000, -0.076, 0.009], [-0.005, -0.009, 0.005], [-0.020, -0.024, 0.010], [-0.094, -0.098, -0.101], [-0.016, -0.029, 0.049], [0.009, 0.028, 0.008], [-0.033, -0.004, 0.000], [0.129, 0.034, 0.031], [0.032, -0.020, 0.070], [-0.009, -0.025, 0.044], [0.039, -0.038, 0.017], [-0.002, -0.112, 0.084], [-0.026, 0.024, -0.007], [0.007, -0.006, -0.020], [-0.031, 0.003, -0.006], [-0.014, 0.014, -0.018], [0.019, 0.092, -0.014], [-0.019, 0.018, -0.010], [-0.083, 0.048, 0.030], [0.015, 0.010, 0.022], [-0.015, 0.018, 0.005], [0.048, -0.068, -0.066], [0.030, 0.017, 0.026], [-0.009, -0.022, 0.011], [0.006, -0.028, 0.012], [0.030, 0.001, 0.023], [-0.001, -0.092, 0.029], [-0.015, -0.042, 0.020], [0.067, 0.000, -0.013], [-0.031, 0.071, -0.009], [0.001, 0.032, 0.028], [-0.007, 0.053, -0.058], [0.022, 0.020, 0.012], [-0.080, -0.022, -0.098], [-0.020, -0.014, -0.007], [-0.018, 0.019, -0.026], [0.004, 0.032, -0.005], [0.018, 0.003, -0.017], [-0.026, -0.036, -0.027], [-0.003, -0.011, 0.017], [0.044, 0.012, -0.042], [-0.073, 0.001, -0.034], [-0.018, -0.029, 0.013], [-0.021, 0.000, -0.009], [0.024, 0.042, 0.065], [-0.004, -0.044, -0.013], [0.006, 0.000, -0.007], [0.009, -0.003, 0.013], [-0.052, 0.006, -0.062], [-0.008, -0.008, 0.008]], "s_squared": 6.0335, "charge": 2, "spin_multiplicity": 5, "gap_ev": [7.7, 5.7], "total_energy_ha": -7600.86649, "lumo_ev": [-5.16, -8.46], "e_homo_ev": [-12.82, -14.17]}